Entry 1:
ORCA calculation (ωB97M-V with the def2-TZVPD basis set) on a structure of composition C25H25N3O5S5Ti.

Results
Energy above the lowest of the compared OMol25 structures with the same formula, charge and spin ... 0.000 eV
M ... 655.69 g mol⁻¹
Electronic energy ... -118318.1438 eV
Gap between HOMO and LUMO ... 6.34 eV
Spin multiplicity ... 1
Net charge ... +2
HOMO energy ... -0.4995 Eh

XYZ file:
```
64
Properties=species:S:1:pos:R:3:forces:R:3
Ti -0.35516 0.71501 0.12584 0.354 0.086 -0.371
C 1.32503 0.13425 -3.33797 -0.003 0.028 -0.003
C 2.53881 0.71938 -2.63687 0.033 -0.001 -0.074
S 2.19659 1.62081 -1.10564 -0.110 -0.047 0.129
C 1.85869 3.28379 -1.72895 0.085 0.058 -0.003
C 0.58473 3.41563 -2.54428 0.008 0.032 -0.012
S -0.77176 2.85951 -1.49249 0.027 -0.038 0.035
C -2.07394 2.41567 -2.66809 0.006 -0.029 -0.003
C -3.16817 1.64584 -1.94739 -0.032 0.040 -0.025
S -2.66786 0.11474 -1.11592 0.041 -0.013 0.092
C -2.45678 -1.10547 -2.43044 -0.028 -0.041 -0.009
C -1.19488 -0.95837 -3.25865 -0.036 -0.006 -0.009
S 0.25308 -0.76446 -2.18257 -0.069 -0.081 0.062
H 1.64927 -0.56532 -4.10929 -0.016 -0.026 0.018
H 0.72321 0.90347 -3.81757 -0.018 -0.006 0.014
H 3.07106 1.38626 -3.31707 -0.020 0.030 0.024
H 3.23248 -0.07085 -2.36110 -0.009 0.000 0.020
H 2.72329 3.60380 -2.31113 0.000 -0.004 0.007
H 1.82375 3.91901 -0.84177 -0.023 -0.025 0.014
H 0.62913 2.85892 -3.47750 -0.023 -0.038 0.024
H 0.41491 4.46530 -2.78760 -0.038 -0.009 0.004
H -1.63880 1.84541 -3.48645 0.011 0.007 0.005
H -2.49832 3.33128 -3.08177 0.022 0.027 0.037
H -3.97731 1.39660 -2.63467 0.017 -0.033 -0.004
H -3.59801 2.24863 -1.14674 0.006 -0.003 -0.004
H -3.34296 -1.08209 -3.06587 0.001 0.017 0.008
H -2.47066 -2.06523 -1.91060 0.016 0.021 0.023
H -1.25729 -0.10837 -3.93551 0.025 0.018 0.030
H -1.05531 -1.85213 -3.86738 0.032 -0.002 0.012
N 1.32748 -2.75451 2.23537 0.075 0.124 0.009
C 2.32157 -3.43005 1.47689 -0.067 0.021 0.014
C 2.65771 -4.73830 1.76861 -0.009 -0.030 -0.053
C 3.60321 -5.38338 0.98085 -0.014 0.050 -0.011
C 4.17726 -4.72981 -0.09960 -0.020 -0.034 0.028
C 3.81627 -3.42206 -0.39714 -0.014 -0.036 -0.026
C 2.89874 -2.76853 0.40839 0.133 -0.056 -0.077
S 2.58552 -1.04843 0.22374 0.030 -0.038 0.170
N 0.94859 -0.96279 0.76679 0.034 0.284 -0.166
C 0.61775 -1.71793 1.77099 -0.154 -0.129 0.020
C -0.69328 -1.42716 2.39076 -0.014 -0.102 -0.046
C -1.12671 -1.99512 3.57289 -0.038 0.023 -0.012
C -2.40172 -1.69665 4.03505 0.011 0.019 -0.028
C -3.19305 -0.85186 3.28188 0.017 -0.001 -0.017
C -2.66927 -0.29432 2.12710 -0.030 0.020 0.044
N -1.43442 -0.55752 1.68291 -0.006 0.066 0.109
H 0.92079 -3.29143 2.98405 0.022 0.015 0.024
H 2.19311 -5.25062 2.60241 0.004 -0.013 0.003
H 3.88519 -6.40087 1.21160 0.000 -0.002 0.007
H 4.91132 -5.23501 -0.71114 0.004 -0.002 0.000
H 4.27208 -2.90984 -1.23460 -0.008 0.023 0.002
H -0.49067 -2.64216 4.15970 0.013 -0.010 -0.011
H -2.76136 -2.11981 4.96291 -0.001 -0.001 0.003
H -4.19884 -0.59526 3.58185 -0.001 -0.004 0.010
H -3.25458 0.40443 1.55096 0.006 -0.007 0.003
O -1.33968 4.78922 4.59149 -0.003 -0.005 0.016
C -1.15144 4.01584 3.71371 0.015 -0.030 -0.033
C 0.21915 3.36293 3.33230 -0.021 0.052 0.027
O 1.26692 3.51165 3.88393 0.002 0.000 -0.018
C -0.12790 2.52934 2.16469 -0.261 0.035 -0.039
C -1.43811 2.59682 1.82190 0.159 0.065 0.147
O -1.79069 1.87513 0.78219 -0.153 -0.064 -0.018
C -2.22605 3.45845 2.72843 0.009 0.026 -0.007
O -3.40612 3.65129 2.73752 0.004 0.005 -0.001
O 0.58441 1.71729 1.38610 0.019 -0.224 -0.121
```
Positions in Å, forces in eV/Å.

Entry 2:
ORCA calculation (ωB97M-V with the def2-TZVPD basis set) on a cluster of 2 separate species, C5H9NO8 in total in a non-equilibrium geometry.

Results
Energy above the lowest of the compared OMol25 structures with the same formula, charge and spin ... 1.917 eV
M ... 211.13 g mol⁻¹
Electronic energy ... -23187.5247 eV
Gap between HOMO and LUMO (alpha / beta) ... 7.63 / 7.16 eV
Spin multiplicity ... 1
HOMO energy (alpha / beta) ... -0.3605 / -0.3600 Eh

XYZ file:
```
23
Properties=species:S:1:pos:R:3:forces:R:3
C -0.68666 -1.03896 -1.53229 1.268 -0.149 0.602
C -0.72884 -0.34794 -0.17183 0.370 0.663 -0.147
C 0.53026 -0.66317 0.74447 -2.372 -2.575 0.984
O 1.57669 -0.23722 0.10760 2.075 0.958 -1.275
O 2.96551 -0.82995 1.32968 -0.403 0.421 -0.345
N 3.85908 -1.27597 0.55993 -1.279 0.641 0.254
O 4.68942 -1.94073 1.05054 1.957 -1.178 0.137
C -0.89073 1.18989 -0.31260 -1.404 0.780 0.542
C 0.32937 1.98144 -0.73321 1.312 0.349 -0.280
O 0.72642 3.04436 -0.24969 -0.857 -2.152 -0.941
O -1.41177 1.60831 0.94613 0.798 -1.469 0.079
O -1.60370 2.97921 0.97564 0.371 1.743 -0.651
O -1.86947 -0.66379 0.57985 -0.629 -0.980 -0.016
O -2.01069 -2.11215 0.56959 0.979 0.271 -0.584
H 0.25497 -0.78231 -2.05828 -0.483 -0.184 0.317
H -0.72651 -2.12378 -1.37598 0.009 0.352 -0.237
H -1.51102 -0.69925 -2.11981 -0.652 0.039 -0.416
H 0.35362 -0.21910 1.71553 -0.166 0.507 0.283
H 0.48509 -1.79287 0.87608 0.122 0.944 -0.249
H -1.68246 1.37513 -1.09050 0.600 -0.079 0.285
H 0.85233 1.46722 -1.59922 -0.156 0.829 0.572
H -0.70373 3.31135 0.69559 -0.826 0.012 0.595
H -2.79720 -2.22970 1.09276 -0.634 0.256 0.489
```
Positions in Å, forces in eV/Å.

Entry 3:
ORCA calculation (ωB97M-V with the def2-TZVPD basis set) on a structure of composition C2H11NO4 in a non-equilibrium geometry.

Results
Energy above the lowest of the compared OMol25 structures with the same formula, charge and spin ... 8.386 eV
M ... 113.11 g mol⁻¹
Electronic energy ... -11925.3712 eV
Gap between HOMO and LUMO ... 5.37 eV
Spin multiplicity ... 1
HOMO energy ... -0.3690 Eh

XYZ file:
```
18
Properties=species:S:1:pos:R:3:forces:R:3
C 0.06166 -0.17281 1.02543 4.373 -3.656 1.355
N -0.00339 -1.25275 0.05624 -1.243 3.871 -0.480
C 1.00855 -1.21436 -0.97545 0.651 -1.493 0.318
O 1.28167 0.17124 1.47778 -2.607 -0.383 -0.102
H -0.56165 -0.45872 1.86936 -1.015 0.732 0.180
H -0.93803 -1.06073 -0.33343 -0.100 -1.092 -0.148
H 1.93967 -1.16895 -0.41455 0.288 0.216 -0.760
H 0.87673 -0.41720 -1.71970 -0.044 0.570 0.631
H 0.98784 -2.11348 -1.60241 -0.159 -0.160 0.427
H -2.33484 0.36644 0.14564 -0.689 0.181 0.273
H 1.89758 0.62436 0.65083 2.150 1.049 -1.864
O -2.74990 -0.03025 0.97050 -0.008 -0.360 0.327
H 2.99995 1.94430 -0.12936 -0.153 -0.212 0.091
H -0.32747 0.78248 0.53336 -1.737 0.883 -1.886
O 2.59956 1.08501 -0.31941 -1.068 -0.334 1.021
H -3.53700 0.47218 1.18731 -0.020 0.006 -0.090
H -1.71724 1.64007 -1.41565 0.031 0.240 -0.069
O -1.48370 0.80318 -1.00647 1.352 -0.057 0.777
```
Positions in Å, forces in eV/Å.

Entry 4:
ORCA calculation (ωB97M-V with the def2-TZVPD basis set) on a structure of composition C18H16AuNPTe in a non-equilibrium geometry.

Results
Energy above the lowest of the compared OMol25 structures with the same formula, charge and spin ... 1.591 eV
M ... 601.87 g mol⁻¹
Electronic energy ... -40691.3908 eV
Gap between HOMO and LUMO ... 4.79 eV
Spin multiplicity ... 1
Net charge ... -1
HOMO energy ... -0.0777 Eh

XYZ file:
```
38
Properties=species:S:1:pos:R:3:forces:R:3
Au 2.71968 -1.42727 1.11781 0.188 0.689 -0.217
N 0.27440 -3.41282 0.62478 -0.183 -0.253 -0.096
C -0.54029 -2.69271 -0.24251 -0.048 0.141 0.267
C -1.38091 -3.37578 -1.13080 0.034 -0.034 -0.077
C -2.22842 -2.69684 -1.98240 0.025 -0.038 0.014
C -2.27521 -1.30840 -1.96032 0.009 0.086 0.024
C -1.42172 -0.62736 -1.11084 0.073 -0.032 -0.017
C -0.53107 -1.28723 -0.25889 -0.047 0.121 -0.194
P 0.72288 -0.28395 0.64901 -0.289 -0.731 0.107
C 1.33379 0.78204 -0.70898 0.149 0.058 0.529
C 1.15344 2.15224 -0.83802 0.094 -0.085 -0.176
C 1.71353 2.81836 -1.92525 -0.171 0.160 0.083
C 2.38759 2.11417 -2.90952 0.017 -0.362 0.031
C 2.54397 0.73543 -2.78642 0.387 0.444 0.133
C 2.12287 0.08878 -1.63512 -1.576 -0.007 -1.029
C -0.35661 0.70289 1.74590 0.200 0.165 0.092
C -1.52848 0.15427 2.27050 -0.076 0.089 -0.156
C -2.27962 0.84552 3.20936 0.023 -0.013 -0.002
C -1.86989 2.09549 3.65438 -0.015 -0.041 -0.014
C -0.68557 2.63292 3.17280 0.030 0.006 -0.028
C 0.07167 1.93812 2.24030 0.046 -0.092 0.103
H 0.20156 -4.41326 0.53338 -0.032 0.003 0.021
H 0.27725 -3.12099 1.58843 0.255 0.186 -0.053
H -1.36004 -4.46009 -1.13777 -0.016 -0.003 0.023
H -2.86387 -3.25427 -2.65995 -0.004 -0.004 0.007
H -2.94908 -0.76657 -2.61125 0.017 0.000 -0.004
H -1.40832 0.45708 -1.12464 -0.016 -0.002 -0.009
H 0.55931 2.70563 -0.12542 -0.002 0.024 0.016
H 1.58404 3.89074 -2.01547 -0.006 -0.013 -0.008
H 2.76197 2.62798 -3.78606 0.045 0.017 0.013
H 3.05613 0.17267 -3.55535 -0.002 -0.017 0.001
H 2.05220 -0.98869 -1.65493 0.668 -0.062 0.312
H -1.86607 -0.81577 1.92538 -0.015 0.007 -0.014
H -3.19054 0.40340 3.59398 -0.005 0.004 -0.002
H -2.46192 2.63891 4.37992 0.002 -0.005 0.007
H -0.34034 3.59454 3.53215 0.011 -0.006 0.001
H 1.02587 2.33869 1.92309 -0.010 0.028 -0.014
Te 4.97588 -0.95787 -0.00122 0.240 -0.430 0.324
```
Positions in Å, forces in eV/Å.

Entry 5:
ORCA calculation (ωB97M-V with the def2-TZVPD basis set) on a structure of composition C13H8N3O9Pt.

Results
Energy above the lowest of the compared OMol25 structures with the same formula, charge and spin ... 0.000 eV
M ... 545.30 g mol⁻¹
Electronic energy ... -39759.8830 eV
⟨S²⟩ ... 2.005
Gap between HOMO and LUMO (alpha / beta) ... 7.22 / 7.81 eV
Spin multiplicity ... 3
Net charge ... -1
HOMO energy (alpha / beta) ... -0.1765 / -0.2241 Eh

XYZ file:
```
34
Properties=species:S:1:pos:R:3:forces:R:3
Pt 0.10913 -0.26371 0.12465 0.068 -0.073 0.041
O 0.30505 -0.60722 6.24287 -0.003 -0.007 -0.009
C 0.32271 -0.56892 4.88469 -0.002 -0.003 0.015
C 1.38892 -0.02136 4.17962 0.000 -0.020 0.005
C 1.32737 -0.00697 2.80273 -0.020 0.017 -0.010
N 0.26617 -0.50576 2.17039 -0.034 0.081 -0.022
C -0.75495 -1.05947 2.82765 0.004 0.013 0.009
C -0.76236 -1.10959 4.20480 0.010 -0.009 -0.017
C -1.87504 -1.66500 1.96381 0.052 -0.071 -0.050
O -2.78339 -2.22874 2.56376 -0.029 0.020 0.019
O -1.71347 -1.55189 0.70653 -0.072 0.058 0.020
C 2.47544 0.53322 1.92936 0.036 -0.119 -0.024
O 3.47085 0.92618 2.53200 -0.009 0.051 0.012
O 2.28425 0.47153 0.67554 -0.024 0.098 0.021
H 1.10911 -0.19550 6.57659 0.009 0.004 -0.001
H 2.26868 0.38861 4.65950 0.004 0.005 -0.001
H -1.59798 -1.56376 4.71591 -0.005 -0.001 0.005
C 1.45600 -1.75801 -3.01939 0.004 -0.016 0.020
C 0.52668 -0.60207 -3.01823 -0.037 0.068 -0.009
N 0.02244 -0.01881 -1.94991 0.054 -0.131 -0.093
C -0.77257 1.01381 -2.36682 0.020 -0.008 0.044
C -0.75446 1.06076 -3.72783 -0.010 -0.013 -0.008
N 0.06864 0.03256 -4.11749 0.012 -0.005 0.001
C -1.38927 1.92913 -4.74644 0.041 0.021 0.010
O -2.14745 2.89390 -4.29381 -0.002 -0.016 -0.045
O -1.17670 1.71658 -5.92273 -0.013 -0.009 -0.019
C -1.44957 1.85689 -1.33773 -0.049 0.009 -0.010
O -2.16443 2.79657 -1.73868 0.018 0.002 -0.036
O -1.22380 1.53329 -0.14265 0.018 0.016 0.044
H 1.69006 -2.01454 -1.98826 0.000 0.002 -0.009
H 2.38436 -1.51144 -3.53511 0.001 0.002 -0.006
H 1.00534 -2.62426 -3.50485 -0.004 -0.004 0.002
H 0.26822 -0.16812 -5.08478 0.003 0.002 0.006
H -2.18394 2.89209 -3.26570 -0.039 0.033 0.092
```
Positions in Å, forces in eV/Å.

Entry 6:
ORCA calculation (ωB97M-V with the def2-TZVPD basis set) on the molecule C5H8 in a non-equilibrium geometry.

Results
SMILES string ... C=CC1CC1
Energy above the lowest of the compared OMol25 structures with the same formula, charge and spin ... 1.464 eV
M ... 68.12 g mol⁻¹
Electronic energy ... -5312.7029 eV
Gap between HOMO and LUMO ... 10.83 eV
Spin multiplicity ... 1
HOMO energy ... -0.3501 Eh

XYZ file:
```
13
Properties=species:S:1:pos:R:3:forces:R:3
C -1.00145 -1.25063 -1.20290 0.140 -1.324 3.315
C -0.27172 -0.16640 -1.22812 -0.164 1.603 -0.802
C 0.59542 0.44479 -0.16387 0.322 -1.306 -2.896
C 0.03872 1.13330 0.99654 -1.105 1.101 1.110
C 0.78363 -0.20849 1.15537 -0.448 1.603 0.203
H -1.02452 -1.84777 -0.23772 0.087 0.460 -1.321
H -1.69339 -1.54688 -1.93371 -0.549 -0.250 -1.087
H -0.39189 0.43146 -2.14504 0.386 -0.014 0.353
H 1.49643 0.85340 -0.68459 -0.631 -0.158 0.966
H -1.06776 1.15086 1.14036 1.020 -0.292 -0.320
H 0.47697 2.11845 1.28164 -0.085 -1.146 0.028
H 1.76245 -0.02090 1.47963 1.220 -0.330 0.819
H 0.29711 -1.09119 1.54242 -0.194 0.053 -0.368
```
Positions in Å, forces in eV/Å.